Entry 1:
Here is a cluster of 2 separate species, C4H12PS in total in a non-equilibrium geometry from the Open Molecules 2025 dataset. Energies are from ωB97M-V/def2-TZVPD.

Cartesian coordinates (Å):
C -1.0339 -0.1646 1.3757
C 0.1637 -1.9208 -0.6849
C 1.7326 0.3498 0.6363
C -0.6366 0.9363 -1.3158
P 0.0786 -0.2483 -0.0104
S -1.1927 2.4747 -0.4130
H -1.3530 0.8609 1.4586
H -0.8950 -0.8849 2.2943
H -1.8360 -0.7108 0.8972
H 1.0792 -2.1177 -1.1648
H -0.6341 -1.9895 -1.3077
H -0.1436 -2.7007 0.0625
H 2.5881 0.5425 0.0209
H 1.9371 -0.2657 1.5308
H 1.4873 1.3413 1.0508
H 0.1168 1.4051 -1.9067
H -1.5593 0.3286 -2.2724
H 0.1010 2.7635 -0.2516

Summary:
gap between HOMO and LUMO	10.27	eV
relative energy (zero: lowest compared OMol25 entry of this formula, charge and spin)	3.049	eV
net charge	+1
HOMO energy	-13.54	eV

=====

Entry 2:
Here is an isolated molecule of C4H5NO in a non-equilibrium geometry from the Open Molecules 2025 dataset. Energies are from ωB97M-V/def2-TZVPD.

Cartesian coordinates (Å):
C -1.6341 0.0599 -0.5121
C -0.1621 -0.0004 0.0151
C 1.1762 -0.1660 1.3438
O 1.4238 -0.3180 2.4973
C 2.2135 -0.0225 0.2729
N 2.4291 0.1357 -0.8556
H -2.4223 -0.1357 0.2045
H -1.7515 -0.6708 -1.3327
H -1.8386 1.0357 -0.9850
H 0.2818 0.9526 -0.2134
H 0.2842 -0.8705 -0.4349

Summary:
gap between HOMO and LUMO	10.16	eV
relative energy (zero: lowest compared OMol25 entry of this formula, charge and spin)	3.725	eV
HOMO energy	-10.34	eV
SMILES	CCC(=O)C#N

=====

Entry 3:
Here is the ion C3H9N3 with charge -1 in a non-equilibrium geometry from the Open Molecules 2025 dataset. Energies are from ωB97M-V/def2-TZVPD.

Cartesian coordinates (Å):
C -2.0137 0.2906 -0.3225
C -0.9155 -0.0313 0.7123
N 0.3619 0.5721 0.4031
C 1.5187 -0.1340 -0.0403
N 1.4694 -0.5948 -1.3258
N 2.5133 -0.1567 0.7746
H -2.9869 -0.0107 0.0303
H -1.7997 -0.3135 -1.2353
H -1.9592 1.3365 -0.6788
H -1.2179 0.4387 1.6588
H -0.7841 -1.1141 0.8224
H 0.5772 1.4777 0.7725
H 0.5689 -0.9523 -1.6587
H 2.2614 -1.1914 -1.5340
H 2.4061 0.3834 1.6212

Summary:
<S²>	0.75
2S+1	2
gap between HOMO and LUMO (spin up / spin down)	3.27 / 9.07	eV
relative energy (zero: lowest compared OMol25 entry of this formula, charge and spin)	0.521	eV
net charge	-1
HOMO energy (spin up / spin down)	1.29 / -4.58	eV

=====

Entry 4:
Here is a cluster of 5 separate species, C4H18NO6 in total in a non-equilibrium geometry from the Open Molecules 2025 dataset. Energies are from ωB97M-V/def2-TZVPD.

Cartesian coordinates (Å):
O -1.6265 2.5550 0.1743
C -0.5104 2.6868 0.7074
C 0.4268 1.5771 0.9056
C 1.8209 2.0069 0.3331
C 2.1498 1.2388 -1.0093
O 1.2605 1.8760 -1.8694
N -0.1868 0.3876 0.1275
H -0.1023 3.7033 1.0741
H 0.5985 1.1779 1.9907
H 2.6679 1.8799 1.0248
H 1.7781 3.0694 -0.0206
H 1.9293 0.1270 -1.2336
H 3.3095 1.1117 -1.1645
H 1.7400 2.4548 -2.4831
H -0.4996 0.9124 -0.8083
H 0.5968 -0.4287 -0.1199
H -0.8445 -0.0295 0.6664
H -1.5888 -2.4743 -1.9447
H -0.1507 -1.7011 -1.9846
O -0.7507 -2.2962 -2.4341
H -2.2925 -0.1656 3.6762
H -1.6946 -1.6146 3.3545
O -2.0776 -0.7438 3.0015
H -2.3374 -3.6679 -0.1200
H -3.4518 -2.7250 -0.9599
O -2.5167 -3.0280 -0.8326
H 1.4542 -3.1795 -0.0567
H 0.0199 -2.4040 0.2023
O 0.8790 -2.3065 -0.1971

Summary:
gap between HOMO and LUMO	9.71	eV
relative energy (zero: lowest compared OMol25 entry of this formula, charge and spin)	4.215	eV
net charge	+1
HOMO energy	-13.08	eV

=====

Entry 5:
Here is a cluster of 4 separate species, C29H38BClN2O11 in total in a non-equilibrium geometry from the Open Molecules 2025 dataset. Energies are from ωB97M-V/def2-TZVPD.

Cartesian coordinates (Å):
C -0.9920 -2.8243 4.2180
C -1.0273 -2.7804 2.6058
O -1.3349 -3.8736 2.0322
N -0.7162 -1.5922 1.8070
C -0.8269 -1.8327 0.3380
C -1.4887 -0.4081 2.2192
C -2.9488 -0.6114 2.7669
C -3.8376 0.5883 3.1792
C -3.2010 2.0213 3.0258
C -1.7416 2.2127 2.4727
Cl -1.1633 3.9303 2.2991
C -0.8406 1.0202 2.0582
C 0.6322 1.1146 1.4612
C 1.6128 2.1305 2.2243
C 1.4890 2.1181 3.8238
N 1.4828 0.7597 4.4433
C -4.1464 3.2338 3.4626
O -3.7624 4.3049 3.9853
C -5.7224 2.9877 3.2350
C -6.3186 1.6861 3.3200
C -7.8848 1.5339 3.0325
B -8.1692 2.0998 1.5070
O -9.3851 2.8454 1.1842
O -7.1625 1.8694 0.5019
C -5.3519 0.4508 3.7050
O -5.7871 -0.5425 4.3362
H -0.9586 -1.7610 4.6359
H -1.9879 -3.3006 4.5430
H -0.0947 -3.4486 4.5895
H -0.3665 -0.9581 -0.2614
H -0.1938 -2.7513 0.0581
H -1.8970 -1.9957 -0.0375
H -3.4345 -1.6529 2.8567
H 1.1397 0.0758 1.5092
H 0.5410 1.3392 0.3295
H 2.6974 1.8826 1.9000
H 1.4131 3.1797 1.7787
H 2.4360 2.6514 4.2262
H 0.6061 2.7746 4.1264
H 1.9671 0.1316 3.7894
H 0.5126 0.4725 4.6225
H -6.3955 3.8825 2.9931
H -8.2750 0.4633 3.0814
H -8.4597 2.2334 3.7285
H -9.3836 3.6564 1.7432
H -6.8634 2.7196 0.0985
O 1.2680 2.2320 -1.3366
C 2.2361 2.9281 -1.5135
O 3.2371 2.6234 -2.3805
C 4.2790 3.6002 -2.2662
C 3.6153 4.8206 -1.6722
C 2.5415 4.2132 -0.7941
H 5.0648 3.1980 -1.6200
H 4.7017 3.8037 -3.2517
H 4.3086 5.4685 -1.1334
H 3.1486 5.4125 -2.4661
H 2.9154 3.9816 0.2059
H 1.6594 4.8509 -0.7376
O 1.2257 -2.8404 -2.4466
C 1.6463 -1.9949 -3.1959
O 2.6080 -1.0924 -2.8660
C 2.7872 -0.1709 -3.9485
C 2.2690 -0.8889 -5.1721
C 1.1628 -1.7504 -4.6002
H 2.2215 0.7382 -3.7288
H 3.8441 0.0848 -4.0422
H 1.9351 -0.2114 -5.9599
H 3.0546 -1.5283 -5.5880
H 0.2100 -1.2171 -4.5610
H 1.0585 -2.6867 -5.1484
O 6.4740 -4.4141 -5.2809
C 5.4528 -4.8832 -4.8492
O 4.3732 -5.1942 -5.6179
C 3.2987 -5.6253 -4.7746
C 3.9558 -6.0806 -3.4931
C 5.1593 -5.1669 -3.4009
H 2.6197 -4.7818 -4.6164
H 2.7506 -6.4337 -5.2617
H 3.2947 -6.0244 -2.6267
H 4.2896 -7.1182 -3.5958
H 4.9202 -4.2281 -2.8953
H 6.0030 -5.6603 -2.9188

Summary:
gap between HOMO and LUMO	7.60	eV
HOMO energy	-8.91	eV
SMILES	CC(=O)N(C)c1cc2c(c(Cl)c1CCCN)C(=O)C=C(CB(O)O)C2=O.O=C1CCCO1.O=C1CCCO1.O=C1CCCO1

=====

Entry 6:
Here is a structure of composition C48H39BiN3PS2Si from the Open Molecules 2025 dataset. Energies are from ωB97M-V/def2-TZVPD.

Cartesian coordinates (Å):
Bi -1.6163 -0.4746 0.8608
S -2.9373 1.8153 0.4953
C -2.0797 3.1568 1.1702
N -0.8130 3.2851 1.3623
C -0.5084 4.5083 1.9543
C 0.7699 4.9535 2.2870
C 0.9213 6.1992 2.8692
C -0.1841 7.0126 3.1297
C -1.4603 6.5891 2.8021
C -1.6090 5.3369 2.2172
S -3.0571 4.5339 1.6999
H 1.6228 4.3219 2.0732
H 1.9150 6.5509 3.1194
H -0.0419 7.9823 3.5901
H -2.3248 7.2125 2.9946
N -0.8093 -0.4153 -1.0685
P -1.1804 -0.8658 -2.4977
C -1.0047 0.5335 -3.6503
C -0.2047 0.5351 -4.7877
C -0.1047 1.6836 -5.5662
C -0.8075 2.8251 -5.2143
C -1.6136 2.8274 -4.0802
C -1.7070 1.6888 -3.2973
C -0.0487 -2.1473 -3.1320
C -0.4578 -3.4127 -3.5408
C 0.4846 -4.3657 -3.9120
C 1.8378 -4.0634 -3.8665
C 2.2564 -2.8044 -3.4478
C 1.3177 -1.8533 -3.0793
C -2.8382 -1.5024 -2.9226
C -3.7603 -1.8114 -1.9286
C -5.0246 -2.2824 -2.2651
C -5.3664 -2.4460 -3.5975
C -4.4500 -2.1359 -4.5975
C -3.1931 -1.6605 -4.2624
H 0.3405 -0.3580 -5.0688
H 0.5287 1.6887 -6.4450
H -0.7193 3.7208 -5.8174
H -2.1574 3.7220 -3.8017
H -2.3008 1.6963 -2.3896
H -1.5120 -3.6592 -3.5733
H 0.1601 -5.3469 -4.2379
H 2.5701 -4.8092 -4.1549
H 3.3140 -2.5709 -3.4092
H 1.6363 -0.8712 -2.7413
H -3.4860 -1.6792 -0.8893
H -5.7430 -2.5130 -1.4884
H -6.3511 -2.8124 -3.8614
H -4.7242 -2.2557 -5.6376
H -2.4806 -1.4063 -5.0395
C 0.2452 -5.5735 0.1294
C 1.0397 -4.4978 -0.2336
C 0.5864 -3.2178 0.0343
N -0.5710 -2.9835 0.6562
C -1.3372 -4.0213 0.9923
C -0.9745 -5.3347 0.7443
H 0.5731 -6.5875 -0.0673
H 1.9929 -4.6413 -0.7260
H 1.1536 -2.3434 -0.2582
H -2.2762 -3.7835 1.4873
H -1.6294 -6.1479 1.0289
C 3.7370 2.7713 -0.5500
C 3.9270 2.6097 0.8171
C 2.9872 1.9215 1.5722
C 1.8374 1.3870 0.9835
C 1.6558 1.5672 -0.3912
C 2.5982 2.2512 -1.1504
Si 0.6198 0.3807 2.0099
C 1.5791 -1.2053 2.4596
C 2.8718 -1.4638 1.9978
C 3.5656 -2.6044 2.3925
C 2.9746 -3.5116 3.2599
C 1.6856 -3.2765 3.7282
C 1.0043 -2.1368 3.3309
C 0.3041 1.0814 3.7386
C 1.3406 1.0973 4.6777
C 1.1616 1.6493 5.9399
C -0.0713 2.1799 6.2976
C -1.1267 2.1361 5.3961
C -0.9384 1.5888 4.1339
H 4.4717 3.3050 -1.1409
H 4.8069 3.0255 1.2950
H 3.1518 1.8010 2.6382
H 0.7627 1.1738 -0.8665
H 2.4394 2.3872 -2.2156
H 3.3451 -0.7616 1.3195
H 4.5693 -2.7822 2.0237
H 3.5186 -4.3930 3.5814
H 1.2201 -3.9809 4.4078
H -0.0021 -1.9639 3.7090
H 2.3023 0.6593 4.4244
H 1.9845 1.6563 6.6462
H -0.2139 2.6227 7.2770
H -2.0962 2.5357 5.6737
H -1.7739 1.5675 3.4401

Summary:
gap between HOMO and LUMO	7.90	eV
HOMO energy	-7.41	eV

=====

Please write out number 1 again, unchanged.
Here is a cluster of 2 separate species, C4H12PS in total in a non-equilibrium geometry from the Open Molecules 2025 dataset. Energies are from ωB97M-V/def2-TZVPD.

Cartesian coordinates (Å):
C -1.0339 -0.1646 1.3757
C 0.1637 -1.9208 -0.6849
C 1.7326 0.3498 0.6363
C -0.6366 0.9363 -1.3158
P 0.0786 -0.2483 -0.0104
S -1.1927 2.4747 -0.4130
H -1.3530 0.8609 1.4586
H -0.8950 -0.8849 2.2943
H -1.8360 -0.7108 0.8972
H 1.0792 -2.1177 -1.1648
H -0.6341 -1.9895 -1.3077
H -0.1436 -2.7007 0.0625
H 2.5881 0.5425 0.0209
H 1.9371 -0.2657 1.5308
H 1.4873 1.3413 1.0508
H 0.1168 1.4051 -1.9067
H -1.5593 0.3286 -2.2724
H 0.1010 2.7635 -0.2516

Summary:
gap between HOMO and LUMO	10.27	eV
relative energy (zero: lowest compared OMol25 entry of this formula, charge and spin)	3.049	eV
net charge	+1
HOMO energy	-13.54	eV